[1]
This record from the Open Molecules 2025 dataset describes the molecule C4H4N2O in a non-equilibrium geometry. The level of theory is wB97M-V/def2-TZVPD.

Gap between HOMO and LUMO = 8.12 eV
Lowest unoccupied orbital energy = -0.82 eV
Total charge = 0
SMILES = CC1=NN=C=CO1

Cartesian coordinates (Å):
O -0.11641 -1.08504 -0.36894
N -0.54851 1.11694 0.28475
N -2.02028 0.87042 -0.10614
C -2.21989 -0.34209 0.06116
C 0.26655 0.24552 -0.12146
C 1.71224 0.64904 -0.17290
C -1.34525 -1.37742 0.25583
H 1.74001 1.36506 0.50232
H 2.26920 -0.27978 -0.06026
H 1.82120 1.00646 -1.10446
H -1.55886 -2.16912 0.83010

Atom charges from the natural (NBO) analysis, given in e for atoms 1 to 2:
1. O -0.4624
2. N -0.3180

=====

[2]
This record from the Open Molecules 2025 dataset describes the molecule C4H4N2O in a non-equilibrium geometry. The level of theory is wB97M-V/def2-TZVPD.

Gap between HOMO and LUMO = 9.98 eV
Lowest unoccupied orbital energy = 0.44 eV
Total charge = 0
SMILES = N#C/C=C\NC=O

Cartesian coordinates (Å):
O 0.41506 -0.93494 1.57383
N 0.08626 1.81447 1.88529
N 0.66068 -0.60878 -0.69964
C -0.56315 1.32605 1.06047
C -1.19490 0.84149 -0.12553
C 1.06151 -1.03302 0.56799
C -0.54289 0.02985 -0.97375
H -0.93895 -0.13505 -1.97086
H 2.07562 -1.46205 0.54681
H 1.06272 -1.15762 -1.44574
H -2.12195 1.31962 -0.41886

Atom charges from the natural (NBO) analysis, given in e for atoms 1 to 2:
1. O -0.5261
2. N -0.3069

=====

[3]
This record from the Open Molecules 2025 dataset describes the molecule C4H4N2O in a non-equilibrium geometry. The level of theory is wB97M-V/def2-TZVPD.

Gap between HOMO and LUMO (alpha / beta) = 8.48 / 8.10 eV
Lowest unoccupied orbital energy (alpha / beta) = -1.39 / -1.14 eV
Total charge = 0

Cartesian coordinates (Å):
O 1.72774 0.86423 -0.19932
N -2.41749 -0.39164 -0.70834
N 1.40719 -1.46441 -0.08005
C 2.02792 -0.45718 -0.27653
C -1.59117 -0.18519 0.29572
C -0.60649 0.68101 0.36011
C 0.47024 1.30313 0.00520
H -2.86011 -1.30081 -0.40205
H 0.55365 2.45416 0.17303
H -1.84463 -0.87432 1.20038
H 3.13313 -0.62896 -0.36815

Atom charges from the natural (NBO) analysis, given in e for atoms 1 to 2:
1. O -0.4667
2. N -0.4881

=====

[4]
This record from the Open Molecules 2025 dataset describes the molecule C4H4N2O. The level of theory is wB97M-V/def2-TZVPD.

Gap between HOMO and LUMO = 9.51 eV
Lowest unoccupied orbital energy = 0.24 eV
Total charge = 0
SMILES = O=Cc1cnc[nH]1

Cartesian coordinates (Å):
O -2.67669 -0.40341 0.30916
N 1.09926 1.22977 0.12787
N 0.64071 -0.87077 -0.40029
C -1.48610 -0.36355 0.25838
C -0.02976 1.18502 -0.62029
C -0.46034 -0.13390 -0.86518
C 1.42531 -0.04479 0.30462
H -0.80913 -0.42369 1.17212
H -0.55113 2.09777 -0.89301
H 0.62703 -1.87857 -0.34178
H 2.22084 -0.39387 0.94839

Atom charges from the natural (NBO) analysis, given in e for atoms 1 to 2:
1. O -0.4912
2. N -0.4666

=====

[5]
This record from the Open Molecules 2025 dataset describes a cluster of 2 separate species, C4H4N2O in total in a non-equilibrium geometry. The level of theory is wB97M-V/def2-TZVPD.

Gap between HOMO and LUMO = 9.04 eV
Lowest unoccupied orbital energy = -0.58 eV
Total charge = 0

Cartesian coordinates (Å):
O -1.22821 -2.31171 1.44045
N -0.38365 0.87729 0.29881
N 0.70522 -0.03359 0.70944
C 1.60613 0.72733 -0.14251
C -0.43428 -0.52221 0.11450
C -1.45698 -1.44007 0.60704
C 0.57902 1.68501 -0.41041
H 0.33691 2.51835 -1.06862
H -0.01209 -0.82550 -1.54606
H -2.41915 -1.24113 0.10255
H 2.70709 0.56623 -0.10519

Atom charges from the natural (NBO) analysis, given in e for atoms 1 to 2:
1. O -0.4583
2. N -0.2829

=====

[6]
This record from the Open Molecules 2025 dataset describes the molecule C4H4N2O in a non-equilibrium geometry. The level of theory is wB97M-V/def2-TZVPD.

Gap between HOMO and LUMO = 8.93 eV
Lowest unoccupied orbital energy = 0.45 eV
Total charge = 0
SMILES = C=C=CN1NC1=O

Cartesian coordinates (Å):
O -3.35494 0.43368 0.66216
N -1.72449 -1.24565 -0.33909
N -1.10105 0.14689 -0.09168
C 0.09681 0.80204 0.09376
C -2.41971 -0.04939 0.14985
C 1.31744 0.32155 -0.16962
C 2.59157 0.02137 -0.21268
H 3.37960 -0.02648 0.61134
H 2.97472 -0.22515 -1.10595
H -0.12918 1.84641 0.10353
H -1.63076 -2.02527 0.29838

Atom charges from the natural (NBO) analysis, given in e for atoms 1 to 2:
1. O -0.5238
2. N -0.4893

=====

[7]
This record from the Open Molecules 2025 dataset describes the molecule C4H4N2O. The level of theory is wB97M-V/def2-TZVPD.

Gap between HOMO and LUMO = 9.79 eV
Lowest unoccupied orbital energy = 0.39 eV
Total charge = 0
SMILES = O=c1cc[nH]cn1

Cartesian coordinates (Å):
O -2.43164 0.88518 0.67282
N -0.98617 0.63171 -1.08008
N 1.18692 0.13416 -0.38199
C 0.26388 0.50283 -1.31940
C 0.74133 -0.53482 0.75320
C -1.42716 0.37100 0.22809
C -0.58043 -0.56323 0.99725
H -1.07084 -1.13802 1.77272
H 0.63666 0.60524 -2.33612
H 2.15324 0.10844 -0.66253
H 1.51420 -1.00248 1.35603

Atom charges from the natural (NBO) analysis, given in e for atoms 1 to 2:
1. O -0.5575
2. N -0.4875

=====

[8]
This record from the Open Molecules 2025 dataset describes a cluster of 2 separate species, C4H4N2O2 in total in a non-equilibrium geometry. The level of theory is wB97M-V/def2-TZVPD.

Gap between HOMO and LUMO = 7.09 eV
Lowest unoccupied orbital energy = -2.13 eV
Total charge = 0

Cartesian coordinates (Å):
O 2.11085 -0.71420 -0.21682
O -2.48246 -1.26287 -0.41726
N -0.24126 -1.09438 0.34752
N -1.79836 0.91931 0.18672
C -0.66305 1.57639 -0.07483
C 0.73444 0.99197 -0.42706
C 0.93044 -0.32464 -0.16500
C -1.48965 -0.53432 -0.12721
H 2.21912 -1.76727 0.86360
H -0.70976 2.66232 0.36133
H -0.24226 -2.17730 -0.05917
H 1.63194 1.72499 -0.27183

Atom charges from the natural (NBO) analysis, given in e for atoms 1 to 2:
1. O -0.5624
2. O -0.5605

=====

[9]
This record from the Open Molecules 2025 dataset describes a cluster of 3 separate species, C4H4N2O2 in total in a non-equilibrium geometry. The level of theory is wB97M-V/def2-TZVPD.

Gap between HOMO and LUMO = 8.48 eV
Lowest unoccupied orbital energy = -1.21 eV
Total charge = 0

Cartesian coordinates (Å):
O 2.38165 -1.27962 -0.07581
O -2.70279 -0.87971 0.22837
N 0.19577 -0.75426 -0.03486
N 0.01074 1.57628 -0.24357
C -2.29674 0.22455 -0.13329
C 1.43010 1.23775 0.22605
C -0.68571 0.40384 -0.08316
C 1.54095 -0.36411 -0.02512
H -2.83356 1.08212 -0.34424
H 1.22479 1.15241 1.81603
H -0.00094 -1.66409 -0.42239
H 2.80171 1.93785 -0.22769

Atom charges from the natural (NBO) analysis, given in e for atoms 1 to 2:
1. O -0.5701
2. O -0.4677

=====

[10]
This record from the Open Molecules 2025 dataset describes the molecule C4H4N2O2 in a non-equilibrium geometry. The level of theory is wB97M-V/def2-TZVPD.

Gap between HOMO and LUMO = 7.76 eV
Lowest unoccupied orbital energy = -1.11 eV
Total charge = 0
SMILES = [H]/N=C1N=C/C(=C\O)O/1

Cartesian coordinates (Å):
O -1.72582 0.42203 2.12997
O -0.07612 0.36173 -0.99387
N 1.45553 -0.96919 -0.18808
N 1.35643 -0.65549 -2.52500
C 0.95935 -0.42380 -1.37661
C -0.22932 0.39757 0.30708
C 0.79357 -0.30674 0.79687
C -1.43848 0.70995 0.73862
H -1.15881 -0.48318 2.43387
H 0.95986 -0.03250 -3.23026
H -2.26479 1.20526 0.09890
H 1.36860 -0.22563 1.80852

Atom charges from the natural (NBO) analysis, given in e for atoms 1 to 2:
1. O -0.6905
2. O -0.4669

=====

[11]
This record from the Open Molecules 2025 dataset describes a structure of composition C4H4N2O2 in a non-equilibrium geometry. The level of theory is wB97M-V/def2-TZVPD.

Gap between HOMO and LUMO = 8.68 eV
Lowest unoccupied orbital energy = -1.48 eV
Total charge = 0

Cartesian coordinates (Å):
O -0.95850 1.56325 -0.06602
O 1.25396 2.37020 -0.03157
N -2.79659 0.42760 0.17316
N -0.69968 -0.77519 -0.24265
C 1.66394 -0.99504 0.07793
C -1.51255 0.31462 -0.10724
C 0.39450 1.47601 -0.01006
C 0.44678 -0.11894 0.06827
H 2.66046 -0.45697 -0.48110
H -3.55313 -0.46988 -0.03747
H 1.78348 -1.27352 1.31446
H 1.31734 -2.06215 -0.65771

Atom charges from the natural (NBO) analysis, given in e for atoms 1 to 2:
1. O -0.4493
2. O -0.5054

=====

[12]
This record from the Open Molecules 2025 dataset describes a cluster of 2 separate species, C4H4N2O2 in total in a non-equilibrium geometry. The level of theory is wB97M-V/def2-TZVPD.

Gap between HOMO and LUMO = 7.65 eV
Lowest unoccupied orbital energy = -1.06 eV
Total charge = 0

Cartesian coordinates (Å):
O -2.47265 -0.16072 0.10007
O 2.78865 -0.27246 0.24631
N -0.60577 -1.24128 -0.20295
N -1.15567 -0.09173 -0.14476
C -0.55039 1.17343 -0.09471
C 0.78905 1.20754 -0.16486
C 0.67653 -1.22663 -0.15658
C 1.58522 -0.08102 -0.15185
H -1.30434 2.00439 -0.02373
H 1.40206 -2.15803 -0.45093
H 1.38275 2.08847 0.01787
H -2.53544 -1.24197 1.02612

Atom charges from the natural (NBO) analysis, given in e for atoms 1 to 2:
1. O -0.4892
2. O -0.5888